P | 146
Properties=species:S:1:pos:R:3 method="wB97M-V/def2-TZVPD" charge=0 orbital_gap_ev=9.32
C 11.914 18.311 7.786
O 11.554 17.171 8.548
C 10.356 16.677 8.024
C 9.937 15.366 8.565
C 10.071 15.276 10.071
N 10.789 14.356 7.963
H 11.074 18.965 7.624
H 12.379 18.008 6.826
H 12.752 18.809 8.204
H 9.574 17.412 8.166
H 10.500 16.579 6.923
H 8.961 15.205 8.161
H 9.809 14.286 10.443
H 9.287 15.982 10.449
H 11.033 15.541 10.400
H 10.198 13.518 7.844
H 11.535 14.067 8.616
C 13.202 19.817 16.800
O 13.886 20.440 15.744
C 13.466 21.780 15.496
C 13.961 22.354 14.185
C 15.461 22.527 14.231
N 13.238 23.592 13.843
H 13.527 18.805 16.757
H 12.158 19.918 16.722
H 13.524 20.332 17.756
H 12.376 21.837 15.529
H 13.823 22.424 16.325
H 13.809 21.693 13.356
H 15.771 23.364 14.852
H 15.881 22.637 13.256
H 15.861 21.620 14.690
H 12.199 23.453 14.070
H 13.681 24.332 14.357
C 11.332 21.975 9.669
O 10.362 21.026 9.865
C 10.612 20.176 11.019
C 9.563 19.085 11.049
C 8.219 19.688 10.737
N 9.642 18.253 12.200
H 11.198 22.813 10.396
H 11.148 22.379 8.623
H 12.395 21.629 9.734
H 11.597 19.711 10.960
H 10.688 20.764 11.939
H 9.682 18.497 10.146
H 8.216 20.219 9.816
H 7.794 20.330 11.483
H 7.478 18.847 10.620
H 10.612 18.195 12.374
H 9.197 18.659 12.957
C 17.107 11.482 9.742
O 15.838 11.535 9.108
C 15.523 12.820 8.586
C 14.256 12.764 7.729
C 14.026 14.094 7.014
N 13.213 12.283 8.646
H 17.072 12.000 10.673
H 17.887 11.968 9.086
H 17.389 10.409 9.858
H 15.377 13.626 9.394
H 16.367 13.229 8.078
H 14.508 11.993 6.966
H 13.618 14.921 7.550
H 13.374 13.977 6.153
H 15.003 14.414 6.669
H 13.591 11.481 9.117
H 12.459 12.035 8.016
C 18.297 19.125 16.644
O 18.735 18.163 15.699
C 19.967 18.506 15.150
C 20.523 17.415 14.364
C 22.033 17.660 14.009
N 19.739 17.292 13.127
H 18.134 20.120 16.293
H 19.082 19.089 17.450
H 17.384 18.817 17.086
H 19.969 19.403 14.442
H 20.667 18.619 15.884
H 20.378 16.482 14.946
H 22.052 18.643 13.513
H 22.526 16.884 13.436
H 22.530 17.715 14.953
H 20.122 18.018 12.535
H 18.791 17.536 13.288
C 19.031 14.066 11.955
O 19.248 14.695 10.683
C 20.647 14.814 10.416
C 20.961 15.369 9.059
C 20.755 14.347 8.007
N 22.367 15.795 9.076
H 19.042 14.876 12.687
H 19.894 13.461 12.201
H 18.096 13.544 12.131
H 20.942 15.571 11.209
H 21.136 13.883 10.619
H 20.238 16.183 8.838
H 19.811 13.789 8.258
H 21.588 13.643 8.123
H 20.625 14.691 6.950
H 22.635 16.404 8.380
H 22.570 16.365 9.854
C 17.127 16.601 8.808
O 16.626 17.638 9.617
C 17.388 18.150 10.690
C 16.489 18.977 11.602
C 16.018 20.297 10.872
N 17.362 19.322 12.830
H 16.555 16.726 7.889
H 16.993 15.581 9.240
H 18.184 16.739 8.612
H 17.972 17.301 11.086
H 18.073 18.954 10.278
H 15.632 18.393 11.937
H 15.321 20.778 11.538
H 15.454 20.080 9.962
H 16.869 20.923 10.589
H 16.624 19.421 13.504
H 17.753 20.234 12.770
C 13.533 15.879 16.888
O 13.970 16.599 15.817
C 14.608 15.706 14.900
C 14.723 16.355 13.510
C 13.359 16.966 13.034
N 15.166 15.445 12.471
H 13.141 16.482 17.732
H 14.331 15.243 17.315
H 12.824 15.095 16.632
H 15.559 15.426 15.270
H 14.067 14.793 14.841
H 15.424 17.187 13.585
H 12.641 16.164 12.705
H 13.466 17.632 12.173
H 12.885 17.537 13.846
H 15.825 15.910 11.833
H 14.423 15.112 11.791
O 13.402 13.260 11.325
C 13.663 11.980 11.887
C 14.302 12.093 13.288
O 15.585 12.710 13.325
H 13.089 13.140 10.413
H 12.792 11.344 11.982
H 14.405 11.439 11.297
H 14.439 11.095 13.592
H 13.557 12.609 13.959
H 15.505 13.640 13.007

Q | 146
Properties=species:S:1:pos:R:3 method="wB97M-V/def2-TZVPD" charge=0 orbital_gap_ev=9.31
C 3.603 3.592 -8.078
O 2.395 3.473 -8.823
C 1.910 4.623 -9.458
C 1.247 5.626 -8.367
C -0.072 5.039 -7.810
N 0.872 6.804 -9.243
H 3.361 4.051 -7.119
H 4.383 4.011 -8.714
H 3.866 2.547 -7.917
H 2.698 5.015 -10.103
H 1.181 4.315 -10.207
H 1.927 5.985 -7.594
H -0.913 5.416 -8.391
H -0.253 5.347 -6.780
H -0.112 3.949 -7.828
H 0.388 6.502 -10.076
H 0.139 7.329 -8.788
C 9.712 -8.450 2.400
O 8.740 -8.506 3.532
C 9.093 -7.619 4.575
C 7.804 -7.317 5.425
C 6.840 -6.450 4.632
N 8.194 -6.729 6.676
H 9.529 -9.091 1.537
H 10.750 -8.682 2.637
H 9.791 -7.445 1.986
H 9.862 -8.010 5.242
H 9.531 -6.648 4.346
H 7.321 -8.264 5.668
H 6.541 -6.977 3.725
H 7.324 -5.499 4.410
H 5.876 -6.232 5.091
H 8.786 -5.912 6.624
H 7.313 -6.363 7.006
C 8.054 0.661 -1.956
O 8.153 2.048 -1.702
C 9.296 2.670 -2.340
C 9.605 4.170 -1.940
C 8.490 5.180 -2.411
N 10.841 4.617 -2.600
H 7.287 0.277 -1.284
H 9.029 0.196 -1.812
H 7.657 0.509 -2.960
H 10.263 2.189 -2.194
H 9.178 2.687 -3.424
H 9.706 4.233 -0.856
H 8.668 6.171 -1.994
H 7.515 4.860 -2.042
H 8.517 5.306 -3.493
H 11.514 3.900 -2.368
H 10.774 4.518 -3.603
C -10.810 1.522 3.444
O -9.917 2.562 3.919
C -8.547 2.262 3.766
C -7.706 3.501 4.211
C -7.618 4.728 3.277
N -6.322 3.112 4.607
H -10.628 1.039 2.484
H -11.801 1.974 3.402
H -10.805 0.742 4.206
H -8.370 1.384 4.388
H -8.276 1.961 2.754
H -8.126 4.015 5.076
H -7.255 4.610 2.256
H -7.008 5.506 3.736
H -8.602 5.179 3.144
H -5.855 2.957 3.725
H -5.862 3.904 5.032
C -5.528 -7.935 1.124
O -4.951 -6.989 2.035
C -4.910 -7.402 3.341
C -6.269 -7.704 4.024
C -7.225 -6.448 4.035
N -6.131 -8.358 5.367
H -5.337 -7.644 0.091
H -6.606 -7.909 1.287
H -5.147 -8.947 1.259
H -4.257 -8.267 3.459
H -4.330 -6.647 3.871
H -6.746 -8.512 3.470
H -8.017 -6.645 4.759
H -7.672 -6.347 3.046
H -6.726 -5.513 4.288
H -5.716 -9.247 5.127
H -5.392 -7.907 5.887
C -1.343 3.790 0.343
O -1.460 2.564 0.882
C -1.505 1.548 -0.121
C -1.827 0.200 0.585
C -0.687 -0.237 1.528
N -2.093 -0.861 -0.367
H -0.359 4.247 0.442
H -2.037 4.454 0.858
H -1.651 3.763 -0.702
H -2.258 1.767 -0.878
H -0.636 1.476 -0.775
H -2.786 0.362 1.077
H 0.238 -0.384 0.970
H -0.701 -1.237 1.963
H -0.455 0.475 2.320
H -2.771 -0.602 -1.068
H -2.513 -1.622 0.146
C 2.245 2.760 8.147
O 3.510 3.331 7.876
C 4.016 3.114 6.591
C 3.420 4.179 5.576
C 4.106 4.139 4.221
N 3.372 5.559 6.063
H 2.248 1.685 7.971
H 1.397 3.171 7.600
H 2.012 2.896 9.204
H 5.081 3.256 6.774
H 3.796 2.111 6.223
H 2.372 3.879 5.555
H 3.853 3.340 3.524
H 5.124 3.957 4.564
H 4.151 5.101 3.710
H 2.703 5.559 6.820
H 2.877 5.976 5.288
C -7.716 3.293 -5.100
O -8.101 1.919 -5.187
C -8.216 1.260 -3.968
C -8.093 -0.224 -4.200
C -8.413 -1.127 -2.948
N -6.832 -0.694 -4.640
H -6.738 3.386 -4.628
H -8.536 3.850 -4.646
H -7.536 3.644 -6.116
H -7.376 1.520 -3.324
H -9.138 1.658 -3.545
H -8.792 -0.534 -4.976
H -8.584 -2.196 -3.082
H -9.260 -0.744 -2.379
H -7.653 -0.989 -2.179
H -6.667 -0.182 -5.495
H -7.025 -1.584 -5.076
O 3.848 -3.462 -6.175
C 2.469 -3.167 -6.177
C 2.021 -2.836 -4.754
O 1.876 -3.954 -3.852
H 4.105 -4.179 -5.590
H 2.298 -2.383 -6.915
H 1.957 -4.064 -6.525
H 1.100 -2.260 -4.839
H 2.772 -2.172 -4.323
H 1.082 -3.655 -3.403

Most stable of them? P.

P | 8
Properties=species:S:1:pos:R:3 method="wB97M-V/def2-TZVPD" charge=-1 orbital_gap_ev=9.54
C -0.374 0.504 -0.716
O 0.596 0.198 2.103
O 0.396 -2.180 0.977
O -1.085 0.029 0.200
O 1.055 -0.125 -0.516
P 0.371 -0.751 0.976
Cl -0.216 2.349 -0.692
Cl -0.743 -0.025 -2.331

Q | 8
Properties=species:S:1:pos:R:3 method="wB97M-V/def2-TZVPD" charge=-1 orbital_gap_ev=8.65
C 0.032 0.925 0.541
O 0.453 -0.701 -2.158
O 0.969 -1.722 0.231
O 0.891 1.275 -0.190
O -1.270 -0.743 -0.331
P 0.171 -0.979 -0.752
Cl -1.535 1.768 0.648
Cl 0.289 0.177 2.012

R | 8
Properties=species:S:1:pos:R:3 method="wB97M-V/def2-TZVPD" charge=-1 orbital_gap_ev=8.48
C -0.314 0.941 -0.474
O 1.564 -0.477 1.095
O -0.702 -1.468 1.713
O -0.767 1.102 0.612
O 0.070 -1.256 -0.786
P 0.263 -1.047 0.668
Cl 1.236 1.356 -1.001
Cl -1.350 0.849 -1.827

Most stable of them? P.

P | 10
Properties=species:S:1:pos:R:3 method="wB97M-V/def2-TZVPD" charge=0 orbital_gap_ev=8.89
O -0.503 1.783 1.830
P -1.018 0.691 0.590
C 0.134 -0.625 -0.654
O 0.966 -1.567 -0.010
O 0.781 0.007 -1.711
H -0.408 1.601 2.746
H -1.161 1.667 -0.320
H -0.669 -1.210 -1.041
H 0.740 -1.794 0.930
H 1.137 -0.553 -2.359

Q | 10
Properties=species:S:1:pos:R:3 method="wB97M-V/def2-TZVPD" charge=0 orbital_gap_ev=8.99
O -2.183 -1.188 0.773
P -1.524 0.337 0.125
C 0.562 0.528 -0.415
O 0.949 -0.519 -1.264
O 1.413 0.610 0.659
H -2.193 -1.939 0.051
H -1.393 0.769 1.507
H 0.403 1.466 -1.000
H 1.645 -1.005 -0.790
H 2.322 0.940 0.354

Most stable of them? Q.

P | 14
Properties=species:S:1:pos:R:3 method="wB97M-V/def2-TZVPD" charge=0 orbital_gap_ev=8.75
C 0.998 0.385 0.354
C -2.110 0.495 0.821
C -1.154 0.975 -0.196
N 3.142 0.489 -1.047
N 1.713 0.615 -0.754
O 1.165 0.168 1.511
F -1.336 0.410 -1.404
H -2.965 1.103 0.865
H -1.663 0.431 1.853
H -2.391 -0.523 0.514
H -0.888 2.047 -0.499
H 3.437 1.260 -0.587
H 3.563 -0.381 -0.587
H 1.072 1.030 -1.472

Q | 14
Properties=species:S:1:pos:R:3 method="wB97M-V/def2-TZVPD" charge=0 orbital_gap_ev=10.30
N 0.389 2.114 -0.197
N -0.488 1.067 -0.179
C -0.035 -0.090 -0.111
C -1.058 -1.244 -0.072
O -2.375 -0.783 -0.135
C 1.409 -0.412 -0.064
F 1.578 -1.801 -0.136
H 1.086 2.000 0.501
H -0.188 2.896 0.068
H -0.809 -1.781 0.852
H -0.931 -1.963 -0.866
H -2.437 0.055 0.358
H 1.875 -0.043 0.888
H 1.982 -0.013 -0.907

Most stable of them? Q.